Run w
Here is a cluster of 2 separate species, C5H12N in total from the Open Molecules 2025 dataset. Energies are from the ωB97M-V functional and the def2-TZVPD basis.

The multiplicity is 1. Its net charge is +1.

Last columns: bonded neighbours and bond lengths (Å).
Cartesian coordinates (Å):
1 C -1.75199 -1.05790 -0.66890  C2 1.558, H5 1.074, H6 1.111, H7 1.087
2 C -0.23427 -1.11091 -1.01716  C1 1.558, C3 1.496, H8 1.088, H9 1.118
3 C 0.27413 0.18929 -1.55532  C2 1.496, C4 1.344, H10 1.099
4 C 1.42675 0.79453 -1.21989  C3 1.344, H11 1.092, H12 1.096
5 H -2.22351 -0.37661 -1.35216  C1 1.074
6 H -2.16906 -2.08542 -0.73201  C1 1.111
7 H -1.84876 -0.66969 0.34178  C1 1.087
8 H -0.03158 -1.77094 -1.85756  C2 1.088
9 H 0.46850 -1.43040 -0.20802  C2 1.118
10 H -0.39346 0.69887 -2.26419  C3 1.099
11 H 1.76416 1.78173 -1.54188  C4 1.092
12 H 2.11288 0.26781 -0.54604  C4 1.096
13 C 0.33394 0.91042 2.66868  N14 1.287, H15 1.089, H16 1.091
14 N 0.14523 0.38506 1.50931  C13 1.287, H17 1.046, H18 1.022
15 H 0.03611 0.37208 3.56730  C13 1.089
16 H 0.87227 1.85407 2.77109  C13 1.091
17 H 0.34221 0.86823 0.60251  N14 1.046
18 H -0.23775 -0.55767 1.40950  N14 1.022


Run x
Here is the ion C5H12N with charge +1 from the Open Molecules 2025 dataset. Energies are from the ωB97M-V functional and the def2-TZVPD basis.

The multiplicity is 1. Its net charge is +1.

Last columns: bonded neighbours and bond lengths (Å).
Cartesian coordinates (Å):
1 C -0.77331 -1.18076 0.11291  C2 1.475, C3 1.481, H7 1.057, H8 1.155
2 C 0.38103 -0.64227 -0.63162  C1 1.475, C5 1.500, H9 1.150
3 C -1.38060 0.05402 0.66092  C1 1.481, N6 1.503, H10 1.098
4 C 2.08655 0.83812 0.33336  C5 1.531, H11 1.191, H12 1.116, H13 1.114
5 C 1.75928 -0.60988 -0.04085  C2 1.500, C4 1.531, H14 1.134, H15 1.228
6 N -2.31275 0.72745 -0.30643  C3 1.503, H16 1.082, H17 1.026, H18 1.051
7 H -1.36015 -1.80660 -0.50371  C1 1.057
8 H -0.60115 -1.97449 0.93366  C1 1.155
9 H 0.32961 -0.00760 -1.58944  C2 1.150
10 H -1.02102 0.56470 1.56428  C3 1.098
11 H 2.28766 1.37644 -0.70990  C4 1.191
12 H 2.96084 1.10673 0.97201  C4 1.116
13 H 1.16560 1.30010 0.75680  C4 1.114
14 H 1.83844 -1.35453 0.81137  C5 1.134
15 H 2.32439 -0.91546 -1.08727  C5 1.228
16 H -3.18349 0.82680 0.32778  N6 1.082
17 H -2.46801 -0.00240 -1.01087  N6 1.026
18 H -2.03294 1.69963 -0.59301  N6 1.051


So which one wins? Going from most stable to least: run w, run x.